Entry 1:
This record from the Open Molecules 2025 dataset describes a single C4H9Cl2NO2Si molecule. The level of theory is ωB97M-V/def2-TZVPD.

The total energy is -1572.94659 Ha. Its structure (SMILES) is CC/C=[N+](\[O-])O[Si](C)(Cl)Cl. Its molecular weight is 202.1 g mol⁻¹. For the gap between HOMO and LUMO, the calculation gives 10.27 eV.

```
19
C4H9Cl2NO2Si, DFT ωB97M-V/def2-TZVPD
C 2.5747 0.1868 -1.1153
C -2.9776 -0.1890 -0.9793
C 2.3970 0.7391 0.3172
C 1.3923 -0.0843 0.9420
N 0.2006 -0.0786 0.5406
O -0.6892 -0.9645 1.0539
O -0.3552 0.6501 -0.3066
Si -2.2712 -0.4659 0.8185
Cl -2.5302 0.9210 2.3058
Cl -3.2966 -2.1620 1.5376
H 1.5784 -0.2054 -1.4865
H 2.8477 1.0188 -1.7448
H 3.4208 -0.5708 -1.2223
H -2.2631 0.2558 -1.6005
H -3.4228 -1.1020 -1.3173
H -3.8010 0.4546 -0.8054
H 2.3032 1.8289 0.4341
H 3.3859 0.4501 0.7127
H 1.5063 -0.6828 1.9158
```

Entry 2:
This record from the Open Molecules 2025 dataset describes a single C4H9ClN2 molecule. The level of theory is ωB97M-V/def2-TZVPD.

The total energy is -727.46210 Ha. Its structure (SMILES) is C/N=C\NCCCl. Its molecular weight is 120.6 g mol⁻¹. For the gap between HOMO and LUMO, the calculation gives 10.59 eV.

```
16
C4H9ClN2, DFT ωB97M-V/def2-TZVPD
C -1.1783 1.5733 -0.9231
C -0.9756 -0.7817 -1.0105
C 0.6390 -1.1319 0.8038
C 1.4920 0.2114 0.7905
H -2.1549 1.7640 -0.4950
H -0.5014 1.6565 -0.0768
H -1.0235 2.3604 -1.5972
H -0.8153 -1.7693 -1.4743
H -1.2920 -1.6574 0.7558
H 1.0838 -1.9400 0.2017
H 0.6416 -1.4512 1.8177
H 1.4090 0.6553 -0.1919
H 1.2686 1.0066 1.4791
N -1.0995 0.3187 -1.6044
N -0.8041 -0.8199 0.4874
Cl 3.3104 0.0050 1.0371
```

For the records above, the corresponding relative energy (zero: lowest compared OMol25 entry of this formula, charge and spin) values read 0.0, 15.6 kcal/mol.
For the records above, the corresponding strongest force on any atom values read 4.3, 2.6 eV/A.